# 1
Here is a molecular structure, C9H20BrEuI2O2P2S in a non-equilibrium geometry from the Open Molecules 2025 dataset. Energies are from the ωB97M-V functional and the def2-TZVPD basis.

As for the LUMO energy (spin up / spin down): -5.933 / -5.780 eV. Its multiplicity is 8. The expectation value of S² is 15.7635. The net charge is +1. The calculation puts the HOMO-LUMO gap (spin up / spin down) at 4.27 / 4.43 eV. The value obtained for the HOMO energy (spin up / spin down) is -10.20 / -10.21 eV.

Each line ends with the Löwdin spin population.
Positions of all 38 atoms, in Å:
Eu1 2.675 1.444 4.498  7.04
I1 1.929 3.330 -0.465  0.00
I2 -2.254 2.232 1.961  0.00
Br1 -0.300 -1.026 3.401  0.00
S1 2.184 0.146 -0.828  0.00
P1 0.081 0.285 -0.073  0.00
P2 1.190 -0.193 2.018  -0.01
O1 -0.038 -1.402 0.099  0.00
O2 1.635 1.414 2.812  -0.02
C1 1.017 -3.566 -0.264  0.00
C2 2.513 -3.347 -0.119  0.00
C3 -0.713 0.543 -1.737  0.00
C4 -2.822 -0.928 -1.353  0.00
C5 0.274 2.250 0.284  0.00
C6 0.242 -2.406 -0.863  0.00
C7 -2.236 0.415 -1.752  0.00
C8 -0.567 3.023 0.944  0.00
C9 -0.498 4.509 1.157  0.00
H1 -2.582 0.694 -2.746  0.00
H2 1.960 0.130 -2.139  0.00
H3 -3.908 -0.867 -1.399  0.00
H4 -1.150 0.327 0.597  0.00
H5 -2.540 -1.726 -2.036  0.00
H6 -1.346 4.869 1.726  0.00
H7 -0.526 1.595 -1.965  0.00
H8 0.830 -4.425 -0.907  0.00
H9 -0.477 5.034 0.204  0.00
H10 1.126 1.469 3.629  0.00
H11 3.015 -3.271 -1.079  0.00
H12 -2.581 -1.202 -0.329  0.00
H13 -2.623 1.173 -1.066  0.00
H14 -0.714 -2.813 -1.193  0.00
H15 2.953 -4.202 0.394  0.00
H16 0.744 -2.043 -1.760  0.00
H17 -0.230 0.008 -2.553  0.00
H18 0.411 4.780 1.694  0.00
H19 0.587 -3.776 0.716  0.00
H20 2.739 -2.476 0.491  0.00


# 2
Here is C24H37Cl2F6N2O8PS2 in the gas phase in a non-equilibrium geometry from the Open Molecules 2025 dataset. Energies are from the ωB97M-V functional and the def2-TZVPD basis.

As for the LUMO energy: -0.327 eV. Its multiplicity is 1. The calculation puts the HOMO-LUMO gap at 9.16 eV. The value obtained for the HOMO energy is -9.48 eV. As for the structure (SMILES): CCCOC[C@@H]1[C@H]([C@H](Cl)[C@H](C)Cl)[C@](CCCCCCCSc2nnco2)(S(=O)(=O)C(F)(F)C(F)(F)F)O[C@]1([C@@H](C)F)P(=O)(O)O.

Each line ends with the Löwdin charge.
Positions of all 82 atoms, in Å:
Cl1 3.480 3.473 -4.463  0.50
Cl2 1.382 3.641 -2.606  0.57
S1 -8.923 -0.970 0.841  0.89
S2 0.805 2.307 0.851  0.88
P1 2.547 -2.628 0.451  0.76
F1 -1.554 1.535 2.073  0.05
F2 -0.891 2.291 4.610  0.09
F3 0.485 0.652 2.894  0.06
F4 -0.936 4.006 3.109  0.12
F5 0.348 -2.457 -1.983  -0.05
F6 1.078 3.215 4.031  0.13
O1 0.208 3.593 0.350  -0.33
O2 4.607 -0.293 1.030  -0.19
O3 2.195 2.661 1.362  -0.32
O4 1.469 -3.962 0.311  -0.15
O5 1.110 -0.389 0.022  -0.10
O6 2.375 -2.135 1.907  -0.30
O7 -10.171 -0.300 -1.519  -0.05
O8 4.201 -3.121 0.357  -0.17
N1 -10.239 -2.681 -1.198  0.03
N2 -10.892 -2.356 -2.366  -0.02
C1 5.487 -1.709 3.389  -0.12
C2 -0.184 2.900 3.528  -0.36
C3 4.186 0.368 2.246  -0.22
C4 -0.600 0.918 -1.144  -0.13
C5 2.116 1.075 -1.542  -0.18
C6 4.610 -0.384 3.596  -0.20
C7 4.325 0.475 -0.148  -0.14
C8 -9.823 -1.415 -0.707  -0.55
C9 2.119 -1.164 -0.661  -0.32
C10 -4.002 -0.679 0.184  -0.20
C11 -1.560 -0.217 -0.539  -0.19
C12 -4.830 -0.048 1.403  -0.21
C13 5.314 2.712 -2.528  -0.13
C14 3.834 2.333 -3.034  -0.63
C15 2.725 -3.084 -2.472  -0.05
C16 -3.069 0.407 -0.570  -0.19
C17 -10.871 -0.957 -2.575  -0.09
C18 1.686 -1.903 -2.058  -0.24
C19 3.181 -0.075 -1.102  -0.12
C20 2.694 2.546 -1.870  -0.55
C21 -6.338 0.360 1.062  -0.25
C22 -7.101 -0.935 0.500  -0.50
C23 0.873 0.966 -0.482  -0.33
C24 -0.174 1.797 2.351  -0.31
H1 -11.323 -0.322 -3.402  0.14
H2 2.027 -4.748 0.096  0.07
H3 3.647 -0.710 4.138  0.11
H4 -4.632 -1.190 -0.615  0.10
H5 5.783 3.489 -3.228  0.07
H6 5.338 3.150 -1.477  0.08
H7 3.698 -0.470 -2.037  0.14
H8 -6.605 -1.891 0.914  0.09
H9 -1.167 1.917 -1.029  0.11
H10 -6.910 0.735 1.993  0.11
H11 -1.370 -0.484 0.549  0.11
H12 -3.325 -1.497 0.630  0.11
H13 5.237 -2.410 4.272  0.08
H14 5.907 1.731 -2.493  0.08
H15 -4.866 -0.834 2.241  0.11
H16 -4.221 0.833 1.835  0.11
H17 1.676 -1.196 -2.949  0.14
H18 4.289 -3.913 -0.218  0.07
H19 5.303 0.492 -0.764  0.13
H20 6.610 -1.477 3.513  0.08
H21 3.167 3.064 -0.976  0.10
H22 4.190 1.569 0.198  0.12
H23 1.547 0.861 -2.524  0.14
H24 3.033 0.387 2.230  0.10
H25 4.558 1.458 2.321  0.13
H26 5.101 0.383 4.302  0.11
H27 -3.096 1.380 0.026  0.10
H28 5.251 -2.297 2.446  0.05
H29 2.662 -3.133 -3.623  0.10
H30 3.824 1.269 -3.432  0.10
H31 -0.568 0.740 -2.284  0.14
H32 2.377 -4.108 -2.107  0.09
H33 3.804 -2.834 -2.216  0.08
H34 -6.897 -0.963 -0.635  0.09
H35 -1.626 -1.143 -1.222  0.12
H36 -6.340 1.217 0.305  0.12
H37 -3.368 0.576 -1.666  0.12


# 3
Here is 6 unconnected molecules or ions with the total composition C6H24O6 in a non-equilibrium geometry from the Open Molecules 2025 dataset. Energies are from the ωB97M-V functional and the def2-TZVPD basis.

As for the LUMO energy: 0.288 eV. Its multiplicity is 1. As for the relative energy (zero: lowest compared OMol25 entry of this formula, charge and spin): 3.8499 eV. The calculation puts the HOMO-LUMO gap at 10.08 eV. The value obtained for the HOMO energy is -9.79 eV. As for the structure (SMILES): CO.CO.CO.CO.CO.CO.

Each line ends with the Löwdin charge.
Positions of all 36 atoms, in Å:
O1 5.608 -26.561 -23.857  -0.12
O2 3.731 -32.448 -25.596  -0.12
O3 3.968 -25.801 -26.080  -0.12
O4 5.744 -24.611 -20.742  -0.11
O5 8.095 -26.217 -21.190  -0.14
O6 5.048 -28.860 -18.463  -0.10
C1 9.281 -26.081 -20.407  -0.12
C2 5.103 -25.583 -19.970  -0.19
C3 3.728 -31.203 -24.901  -0.16
C4 3.135 -26.920 -26.051  -0.20
C5 5.838 -27.902 -23.476  -0.13
C6 6.059 -28.949 -19.440  -0.18
H1 4.164 -31.279 -23.900  0.07
H2 6.628 -24.959 -20.920  0.04
H3 4.180 -25.283 -19.471  0.08
H4 6.568 -27.987 -19.464  0.05
H5 5.570 -25.961 -23.102  0.08
H6 4.994 -28.220 -22.849  0.08
H7 6.702 -28.045 -22.820  0.06
H8 4.239 -30.434 -25.470  0.06
H9 2.949 -32.926 -25.315  0.07
H10 9.683 -27.052 -20.124  0.08
H11 9.091 -25.492 -19.512  0.08
H12 4.472 -29.626 -18.551  0.08
H13 8.013 -27.117 -21.507  0.06
H14 2.937 -27.209 -25.008  0.07
H15 4.746 -26.488 -20.493  0.07
H16 6.839 -29.674 -19.171  0.08
H17 5.760 -29.192 -20.464  0.07
H18 3.512 -27.801 -26.578  0.07
H19 2.130 -26.740 -26.438  0.07
H20 5.884 -28.525 -24.361  0.08
H21 10.013 -25.533 -21.002  0.08
H22 2.683 -30.915 -24.753  0.08
H23 4.587 -25.873 -25.338  0.04
H24 5.741 -25.992 -19.180  0.07


# 4
Here is 4 unconnected molecules or ions with the total composition C2H11O4 from the Open Molecules 2025 dataset. Energies are from the ωB97M-V functional and the def2-TZVPD basis.

As for the LUMO energy: 4.038 eV. Its multiplicity is 1. As for the relative energy (zero: lowest compared OMol25 entry of this formula, charge and spin): 0.0107 eV. The net charge is -1. The calculation puts the HOMO-LUMO gap at 8.66 eV. The value obtained for the HOMO energy is -4.62 eV.

Each line ends with the Löwdin charge.
Positions of all 17 atoms, in Å:
O1 -0.185 -2.180 -1.458  -0.12
O2 -2.634 1.311 -0.931  -0.13
O3 -0.590 0.040 0.118  -0.34
O4 -0.813 -0.722 2.599  -0.14
C1 1.819 0.190 -0.321  -0.12
C2 0.474 0.885 -0.085  -0.45
H1 0.710 -2.364 -1.163  -0.01
H2 -1.869 0.825 -0.486  -0.02
H3 0.353 1.583 -0.937  0.10
H4 -0.446 -1.336 -0.991  0.01
H5 1.890 -0.291 -1.295  0.05
H6 0.594 1.576 0.757  0.09
H7 -3.006 1.915 -0.289  -0.01
H8 1.995 -0.564 0.452  0.06
H9 -0.190 -1.451 2.636  -0.01
H10 2.633 0.926 -0.268  0.06
H11 -0.734 -0.344 1.662  -0.02


# 5
Here is a molecular structure, C24H48Al2BeCaCl2F7IN3NaO9 in a non-equilibrium geometry from the Open Molecules 2025 dataset. Energies are from the ωB97M-V functional and the def2-TZVPD basis.

As for the LUMO energy: -0.097 eV. Its multiplicity is 1. The net charge is -2. The calculation puts the HOMO-LUMO gap at 2.48 eV. The value obtained for the HOMO energy is -2.58 eV.

Each line ends with the Löwdin charge.
Positions of all 99 atoms, in Å:
I1 0.530 -0.936 4.775  1.05
Ca1 -2.155 -1.698 2.539  1.44
Cl1 -0.117 -2.919 -5.456  -0.40
Cl2 2.274 -0.341 0.306  0.39
Al1 0.521 -0.163 -11.350  -0.14
Al2 0.336 -0.942 1.244  -0.15
Na1 4.133 -2.242 2.335  0.40
F1 4.400 -1.835 -1.891  0.16
F2 -0.527 -1.509 -11.286  -0.21
F3 4.853 -1.974 0.256  0.05
F4 1.904 -0.558 -12.278  -0.22
F5 0.997 0.274 -9.770  -0.20
F6 -0.293 1.156 -12.083  -0.22
F7 5.498 -3.491 -1.139  0.14
O1 -0.878 -1.384 7.391  -0.24
O2 2.637 -3.490 0.587  -0.26
O3 2.118 -2.555 11.117  0.02
O4 -1.933 5.567 1.824  0.00
O5 0.480 -3.111 7.892  -0.09
O6 5.120 -3.175 9.550  0.02
O7 -3.630 1.475 -7.027  -0.17
O8 -3.589 4.525 2.814  0.09
O9 5.130 -5.252 3.887  -0.49
N1 -0.664 0.325 -3.281  0.04
N2 1.612 0.805 -2.995  0.13
N3 0.590 1.721 -4.875  0.09
C1 -1.151 1.004 3.110  -0.43
C2 -4.248 6.100 1.173  0.01
C3 -1.667 -1.415 -0.990  -0.27
C4 -0.512 -1.792 -1.935  -0.22
C5 1.242 -3.764 0.591  -0.30
C6 3.963 -2.768 9.482  -0.27
C7 3.275 -2.945 11.170  -0.28
C8 0.543 0.920 -3.670  -0.54
C9 -2.351 -0.114 -8.241  -0.16
C10 -0.676 -1.175 -3.323  -0.33
C11 -2.251 1.888 -6.997  -0.22
C12 -3.710 0.171 -7.621  -0.21
C13 3.144 -3.442 -0.735  -0.08
C14 -3.242 5.317 1.981  -0.53
C15 -1.393 6.335 0.743  -0.23
C16 0.498 -2.937 1.656  -0.26
C17 -1.291 -0.428 0.134  -0.27
C18 -0.178 -2.087 8.169  -0.81
C19 -1.418 0.660 -7.322  -0.18
C20 -1.112 2.370 2.405  -0.09
C21 0.215 0.203 2.959  -0.78
C22 -0.118 -1.635 9.637  -0.05
C23 4.484 -2.659 -0.858  -0.59
C24 -1.414 7.818 1.051  -0.07
Be1 3.385 -5.127 3.342  0.33
H1 0.473 -1.618 -1.487  0.05
H2 2.462 -2.948 -1.429  0.13
H3 3.366 -4.459 -1.073  0.15
H4 3.464 -4.004 11.425  0.12
H5 -2.054 2.889 2.636  0.06
H6 0.095 -1.635 -4.034  -0.10
H7 0.929 2.617 -4.536  0.07
H8 -5.109 5.462 0.988  0.09
H9 -0.713 -0.734 9.800  0.06
H10 -0.572 -2.877 -2.099  0.11
H11 -1.140 0.590 -0.234  0.07
H12 -3.881 6.421 0.200  0.07
H13 -2.017 2.308 -6.017  0.09
H14 -2.307 0.299 -9.252  0.11
H15 3.988 -2.392 11.811  0.12
H16 -2.432 8.187 1.184  0.07
H17 -1.642 -1.492 -3.711  0.08
H18 -2.125 -1.177 -8.299  0.12
H19 -1.354 0.633 -3.956  0.09
H20 0.996 0.962 2.922  0.02
H21 -0.922 2.288 1.336  0.07
H22 5.799 -5.568 3.268  -0.09
H23 3.224 -3.320 8.872  0.13
H24 -3.943 -0.550 -6.827  0.11
H25 3.779 -1.700 9.260  0.12
H26 -2.200 -2.293 -0.573  0.09
H27 -1.250 1.241 4.174  0.08
H28 -4.565 6.970 1.747  0.10
H29 -0.476 -3.447 1.909  0.03
H30 1.094 -3.015 2.575  -0.01
H31 -1.229 0.086 -6.411  0.08
H32 1.386 1.346 -5.384  0.09
H33 1.381 0.203 -2.204  -0.02
H34 -2.417 -0.913 -1.613  0.10
H35 -0.497 -2.425 10.287  0.06
H36 -2.216 -0.345 0.798  -0.01
H37 -4.521 0.154 -8.353  0.11
H38 -1.898 6.097 -0.194  0.12
H39 1.159 -4.813 0.910  0.10
H40 -0.461 0.902 -7.777  0.10
H41 -2.117 2.671 -7.753  0.11
H42 0.809 -3.722 -0.409  0.10
H43 -0.363 6.003 0.632  0.13
H44 0.907 -1.426 9.905  0.03
H45 -0.337 2.944 2.914  0.09
H46 -0.946 8.382 0.244  0.08
H47 -2.091 0.428 2.849  0.01
H48 -0.878 8.019 1.979  0.08


# 6
Here is a molecular structure, C2H5N4 in a non-equilibrium geometry from the Open Molecules 2025 dataset. Energies are from the ωB97M-V functional and the def2-TZVPD basis.

As for the LUMO energy: -4.883 eV. Its multiplicity is 1. As for the relative energy (zero: lowest compared OMol25 entry of this formula, charge and spin): 5.3166 eV. The net charge is +1. The calculation puts the HOMO-LUMO gap at 10.21 eV. The value obtained for the HOMO energy is -15.09 eV.

Each line ends with the Löwdin charge.
Positions of all 11 atoms, in Å:
N1 0.414 -1.437 0.773  0.20
N2 -0.154 1.074 0.975  0.16
N3 -0.250 -0.208 -0.695  -0.01
N4 -0.590 -0.422 0.601  0.00
C1 0.595 -1.244 -0.537  0.00
C2 -0.237 1.233 -0.576  -0.05
H1 1.280 -1.788 -1.220  0.17
H2 -1.192 1.625 -0.894  0.12
H3 0.504 1.837 -1.150  0.15
H4 0.609 -2.176 1.452  0.19
H5 -0.980 1.508 1.271  0.08


no.,DFT total energy (eV)
1,-148726.091
2,-117148.072
3,-18893.163
4,-10443.878
5,-137188.346
6,-8102.410